A cluster of 3 separate species, C3H12NO2 in total, computed with ωB97M-V/def2-TZVPD.

XYZ file:
```
18
Properties=species:S:1:pos:R:3
O 1.48604 -0.10840 -1.32772
O 3.41790 0.44317 0.50507
N -1.04325 -0.76908 -0.88461
C -1.16446 -0.28642 1.55904
C -2.33355 1.13937 -0.29226
C -1.64362 0.08851 0.17283
H 4.03803 1.12226 0.29100
H -0.69244 -1.60130 -0.51450
H -2.89698 1.84530 0.34394
H 4.03316 -0.26244 0.91978
H -0.26885 -0.33453 -1.38070
H 2.02588 -0.95491 -1.36722
H 0.00985 -0.34483 1.59707
H -1.47281 0.48756 2.33942
H -1.81495 -0.97769 -1.61263
H 2.07713 0.51871 -0.86781
H -1.54196 -1.25406 1.92742
H -2.21510 1.24880 -1.40812
```

Values from the calculation:
HOMO: -14.319 eV
Relative energy (zero: lowest compared OMol25 entry of this formula, charge and spin): 31.7 kcal per mole
Gap between HOMO and LUMO: 11.20 eV
Net charge: +1


The molecule CH4BCl, computed with ωB97M-V/def2-TZVPD.

XYZ file:
```
7
Properties=species:S:1:pos:R:3
Cl 0.02242 0.39432 0.18315
C 2.00518 -0.18201 0.23893
B -1.73663 0.22217 0.13048
H 1.89598 -1.24254 -0.04616
H -2.31533 1.20985 0.36680
H -2.22198 -0.76933 -0.23160
H 2.35036 0.36754 -0.64161
```

Values from the calculation:
HOMO: -8.427 eV
Relative energy (zero: lowest compared OMol25 entry of this formula, charge and spin): 117.6 kcal per mole
Gap between HOMO and LUMO: 8.08 eV


A structure of composition C21H25N3O2, computed with ωB97M-V/def2-TZVPD.

XYZ file:
```
51
Properties=species:S:1:pos:R:3
O -1.20181 -0.51628 1.09125
O 1.32222 -3.09861 0.83627
N -4.62483 -0.85392 -0.68935
N 1.30857 -1.08269 2.10373
N 2.84925 0.38251 0.37384
C 2.53010 -0.70241 -1.79781
C 0.82196 -1.93264 1.27092
C -4.18966 2.64368 1.23881
C -3.74430 -1.90488 -0.67069
C 2.54967 1.72214 -1.70388
C -4.46812 0.22252 -0.11223
C 3.17782 1.55168 -0.27226
C -3.34299 0.59689 0.45609
C 2.89352 2.71870 0.58959
C 3.45335 0.09558 1.46533
C -1.56059 -2.39517 0.01473
C -2.30482 -0.52048 0.52905
C 2.81799 0.75255 -2.90741
C -3.11899 1.85855 1.00191
C -5.37202 2.38073 0.50124
C 2.75258 -1.11638 2.35285
C -0.55077 -1.88791 0.68823
C -2.68390 -1.50555 -0.04490
C 3.37781 -0.67396 -0.61434
C -5.50227 1.06087 -0.27037
C -4.19300 -3.19344 -1.23171
H 2.85527 3.78338 -0.11964
H -3.51427 -3.36045 -2.16716
H -4.31293 -3.93579 -0.53995
H -3.79932 3.68212 1.50022
H -2.25866 2.11801 1.52963
H 1.89415 2.63512 0.94352
H 2.93085 -1.57598 -2.77964
H -6.01244 3.10758 0.46277
H 2.67760 2.48560 -2.15298
H 3.05185 -0.86326 3.28776
H 3.18500 -1.69847 -0.16079
H 3.39193 0.92849 2.29194
H 4.44968 -0.01372 1.79681
H 1.53166 -0.85505 -1.47690
H -5.22363 -3.05107 -1.82252
H 4.34957 -0.58854 -0.79875
H -1.32683 -3.63714 -0.17847
H 4.31622 1.54583 -0.63844
H 3.91141 0.87149 -2.92117
H 3.52859 2.88127 1.20957
H 3.13835 -1.98795 2.06847
H 2.17753 0.59277 -3.56372
H -6.32807 0.84476 -0.56214
H 0.95066 -0.31896 2.08018
H 1.43907 1.80783 -1.48751
```

Values from the calculation:
HOMO: -8.114 eV
Relative energy (zero: lowest compared OMol25 entry of this formula, charge and spin): 452.7 kcal per mole
Gap between HOMO and LUMO: 8.46 eV


The molecule C2H7N3, computed with ωB97M-V/def2-TZVPD.

XYZ file:
```
12
Properties=species:S:1:pos:R:3
N -0.94284 1.42399 0.22093
N 1.05575 1.52130 -0.90933
N 0.51294 -0.52468 0.05474
C -0.56389 -1.46038 0.50398
C 0.10178 0.81988 -0.13374
H -1.18101 -1.43304 -0.33158
H -1.54225 0.85395 0.76135
H 1.68830 0.83199 -1.30328
H -1.03659 -1.18897 1.41887
H -0.14371 -2.41453 0.73779
H 1.36802 -0.63636 0.47815
H 0.68351 2.20685 -1.49789
```

Values from the calculation:
HOMO: -9.220 eV
Relative energy (zero: lowest compared OMol25 entry of this formula, charge and spin): 11.7 kcal per mole
Gap between HOMO and LUMO: 10.17 eV
SMILES: [H]/N=C(/N)NC


A cluster of 2 separate species, C5H9F in total, computed with ωB97M-V/def2-TZVPD.

XYZ file:
```
15
Properties=species:S:1:pos:R:3
F 0.94375 -0.49035 1.71193
C -1.45110 -0.53118 1.45618
C 1.09783 -0.09726 -2.03940
C 0.09242 1.54011 1.76554
C -0.15173 0.29449 1.72909
C 0.50317 -0.94841 -2.82223
H 0.74466 -0.02831 -0.95556
H -0.14539 -1.70234 -2.53740
H 0.96445 -1.06367 -3.79221
H -0.59672 2.38766 1.64519
H 1.05515 1.82139 2.03302
H -1.17246 -0.82918 0.44728
H -2.19587 0.20551 1.44678
H -1.45779 -1.26301 2.28452
H 1.76962 0.70456 -2.37271
```

Values from the calculation:
HOMO: -9.828 eV
Relative energy (zero: lowest compared OMol25 entry of this formula, charge and spin): 48.8 kcal per mole
Gap between HOMO and LUMO: 10.87 eV
SMILES: C=C(C)F.C=C


A structure of composition C18H38CrNO2P2, computed with ωB97M-V/def2-TZVPD.

XYZ file:
```
62
Properties=species:S:1:pos:R:3
Cr -0.54163 0.80012 0.09539
P -0.98966 -0.29877 2.13090
P 0.49509 0.49711 -1.99045
O -0.87009 3.70600 0.13065
O 2.49331 -0.41778 0.88509
N -2.43370 1.09783 -0.62001
C -0.89961 -2.11519 2.42004
C -0.23537 1.98160 3.54865
C 2.73025 2.26068 -1.74008
C 2.95785 -0.96155 -2.49056
C -1.17060 0.75686 -2.82701
C 1.58936 2.23183 -3.98483
C -1.95072 -2.61148 3.44425
C -0.80425 0.57904 3.77105
C 0.01289 -0.18131 4.79950
C 1.40935 2.06716 -2.48151
C -2.45168 0.60822 -2.03904
C 0.49912 -2.65262 2.74460
C 1.46494 -0.90556 -2.80388
C -3.12364 0.15384 0.27711
C -0.36552 2.65132 0.32180
C -2.81897 0.12381 1.75941
C 1.21846 -1.08152 -4.30379
C 1.44251 0.06212 0.69765
H 0.69203 2.81149 -2.10201
H 0.63883 2.17327 -4.52474
H 0.66552 -2.79408 -0.72244
H -1.16554 -2.51263 1.42642
H -3.22429 0.87985 -2.78522
H 3.04827 3.29868 -1.90815
H -2.47594 -1.80071 3.96703
H -1.84023 0.69807 4.13621
H 2.66246 2.09262 -0.66007
H 1.28318 -2.14377 2.18867
H 0.70102 -3.27643 -1.25548
H -3.09539 1.04449 2.35172
H 3.48902 -0.15015 -2.98060
H 0.32348 -1.67874 -4.49241
H -2.64963 -0.49232 -1.90011
H -1.48075 -3.24300 4.21298
H 2.02046 3.22700 -4.15653
H -0.49082 -1.09466 5.10555
H 0.83317 1.96128 3.33053
H 1.11867 -0.13182 -4.82886
H 1.00367 -0.45571 4.43260
H 0.74449 -2.54028 3.80260
H -0.69955 2.55880 2.74653
H 3.51374 1.59218 -2.10979
H 1.10374 -1.84371 -2.39097
H -1.14783 1.69425 -3.39960
H 3.37924 -1.90102 -2.87963
H -3.45239 -0.67184 2.20417
H -2.71765 -3.21274 2.93349
H 0.14990 0.44976 5.68137
H -4.23019 0.15642 0.27506
H -0.35888 2.57555 4.45567
H 0.55179 -3.71687 2.48487
H 2.27576 1.48141 -4.39598
H -2.78999 -0.75580 -0.26276
H 3.17410 -0.90200 -1.42220
H 2.03270 -1.67496 -4.74110
H -1.24385 -0.05364 -3.56178
```

Values from the calculation:
HOMO (alpha / beta): -10.845 / -10.920 eV
Relative energy (zero: lowest compared OMol25 entry of this formula, charge and spin): 9.8 kcal per mole
2S+1: 5
Gap between HOMO and LUMO (alpha / beta): 7.67 / 6.62 eV
Net charge: +1


A cluster of 2 separate species, C3H5FO in total, computed with ωB97M-V/def2-TZVPD.

XYZ file:
```
10
Properties=species:S:1:pos:R:3
F 1.54261 1.37723 0.42306
O 1.52472 -1.03033 0.76892
C 1.22748 -0.83987 -0.66234
C 0.96281 0.16463 0.34480
C -1.87254 0.70051 0.38164
H 0.41622 -1.50906 -1.10014
H -2.02058 -0.41588 0.30068
H 2.08516 -0.77779 -1.29249
H -1.52943 1.15666 1.29034
H -2.33645 1.17390 -0.45446
```

Values from the calculation:
HOMO (alpha / beta): -9.062 / -8.930 eV
Relative energy (zero: lowest compared OMol25 entry of this formula, charge and spin): 120.5 kcal per mole
Gap between HOMO and LUMO (alpha / beta): 9.26 / 8.93 eV


The molecule C18H22N2O5S2, computed with ωB97M-V/def2-TZVPD.

XYZ file:
```
49
Properties=species:S:1:pos:R:3
S 2.15949 0.05213 0.10549
S -3.83889 -1.92546 0.27276
O 2.18717 1.18973 -0.77066
O 2.66061 0.23636 1.43898
O -4.29238 -1.90297 1.62849
O -0.56892 2.52373 1.61134
O -3.95875 -3.12894 -0.49374
N 2.89189 -1.22731 -0.70498
N -4.67800 -0.76570 -0.56445
C 5.21183 -1.02204 -0.22340
C 4.15644 -0.87436 -1.32829
C 4.60925 -2.05899 0.74120
C -2.10911 -1.41931 0.24669
C -1.46738 -1.14619 1.43814
C -3.00420 1.58815 -1.59365
C -1.31151 2.25227 0.51080
C 0.47922 -0.56297 0.19220
C 3.19516 -2.32698 0.19282
C -0.92453 2.50881 -0.80039
C -2.55110 1.65578 0.75411
C -4.68379 0.57889 -0.02116
C -0.15002 -0.71302 1.41277
C -0.15655 -0.85482 -1.00054
C -1.46807 -1.29645 -0.97233
C 0.65668 3.21021 1.45270
C -3.39304 1.31160 -0.28575
C -1.77990 2.17963 -1.83830
H 4.54504 -1.64856 1.74662
H 4.33406 -1.57824 -2.14619
H 0.38282 -0.72267 -1.92420
H 1.05677 3.32336 2.45842
H -2.01289 -1.26949 2.36017
H 0.03837 2.93846 -1.02024
H 3.16184 -3.25285 -0.38781
H -2.83245 1.46347 1.77765
H -1.47821 2.38911 -2.85364
H 5.19414 -2.97656 0.77310
H 1.36377 2.64151 0.84483
H -4.50112 -0.82100 -1.55491
H -5.53230 1.11402 -0.45911
H 4.07914 0.13500 -1.72738
H 0.39052 -0.47147 2.31439
H 5.34353 -0.06832 0.28557
H -1.99473 -1.54999 -1.87880
H 6.17149 -1.33901 -0.62707
H 0.49713 4.19783 1.00910
H 2.43688 -2.36999 0.97352
H -3.66242 1.34276 -2.41470
H -4.85300 0.46084 1.04984
```

Values from the calculation:
HOMO: -8.675 eV
Relative energy (zero: lowest compared OMol25 entry of this formula, charge and spin): 25.9 kcal per mole
Gap between HOMO and LUMO: 8.71 eV
SMILES: COc1cccc(CNS(=O)(=O)c2ccc(S(=O)(=O)N3CCCC3)cc2)c1


The molecule C2H3Cl2P, computed with ωB97M-V/def2-TZVPD.

XYZ file:
```
8
Properties=species:S:1:pos:R:3
Cl 0.44842 -2.02979 1.11833
Cl 1.79505 0.53571 1.40743
P -1.43192 0.85597 -1.05519
C 0.18634 -0.34095 0.95406
C -0.04359 -0.03141 -0.62422
H -0.54335 -0.15806 1.68016
H 0.89362 -0.12794 -1.05659
H -1.30457 1.29647 -2.42398
```

Values from the calculation:
HOMO: -10.028 eV
Relative energy (zero: lowest compared OMol25 entry of this formula, charge and spin): 54.2 kcal per mole
Gap between HOMO and LUMO: 9.44 eV
SMILES: [H]/P=C/C(Cl)Cl


A cluster of 2 separate species, H2N2O4S in total, computed with ωB97M-V/def2-TZVPD.

XYZ file:
```
9
Properties=species:S:1:pos:R:3
S -0.07817 -1.81934 0.17160
O 1.03089 -2.39305 2.86890
O 1.15124 -2.49296 -0.25991
O 0.14168 -0.33474 2.95708
O -1.37886 -2.32896 -0.10149
N 0.35173 -1.44260 2.58545
N -0.00069 -0.28036 -0.50287
H 0.88138 0.28220 -0.19360
H -0.81535 0.26614 -0.19597
```

Values from the calculation:
HOMO (alpha / beta): -10.322 / -9.741 eV
Relative energy (zero: lowest compared OMol25 entry of this formula, charge and spin): 58.1 kcal per mole
Gap between HOMO and LUMO (alpha / beta): 8.35 / 8.03 eV


A cluster of 2 separate species, C9H14O in total, computed with ωB97M-V/def2-TZVPD.

XYZ file:
```
24
Properties=species:S:1:pos:R:3
O -2.49611 1.26385 0.60019
C -0.17937 1.34370 -0.04188
C -1.22317 0.80112 0.70932
C 0.35143 -0.71056 1.78127
C 1.09028 0.80959 0.10902
C 2.78800 -0.66025 1.02894
C -0.15379 -0.22248 -2.92969
C 1.40674 -0.12459 1.07148
C -0.58033 -1.66104 -2.62047
C -0.94253 -0.24834 1.62276
H 3.02534 -1.61969 1.49599
H -1.81010 -0.62355 2.17064
H 3.62223 -0.06489 1.42774
H 0.68155 -1.41618 2.53079
H 1.80042 1.35252 -0.51104
H -0.40542 2.12408 -0.74844
H -0.13783 -2.08851 -1.72280
H -0.21499 0.45820 -2.07493
H -0.51537 0.14814 -3.88210
H 3.13388 -0.70273 -0.01095
H -0.26936 -2.25596 -3.46912
H -3.07558 0.76392 1.17900
H 0.93732 -0.25241 -3.10439
H -1.65950 -1.68813 -2.46340
```

Values from the calculation:
HOMO: -8.346 eV
Relative energy (zero: lowest compared OMol25 entry of this formula, charge and spin): 18.1 kcal per mole
Gap between HOMO and LUMO: 9.19 eV
SMILES: Cc1ccc(O)cc1.CC


The ion C3H7O2 with charge +1, computed with ωB97M-V/def2-TZVPD.

XYZ file:
```
12
Properties=species:S:1:pos:R:3
O 0.81471 -0.26163 0.89077
O 0.14610 1.13731 -0.86176
C -0.40165 0.57328 0.17145
C 1.92538 -0.21331 0.40613
C -1.51877 -0.46209 -0.02666
H 2.78246 -0.74272 0.79163
H -2.29707 -0.19354 -0.77234
H -2.01726 -0.66415 0.94910
H -0.53187 1.31393 0.89859
H 0.15186 0.65212 -1.65548
H 1.97704 0.35167 -0.60465
H -1.03093 -1.49087 -0.18678
```

Values from the calculation:
HOMO: -17.536 eV
Relative energy (zero: lowest compared OMol25 entry of this formula, charge and spin): 19.7 kcal per mole
Gap between HOMO and LUMO: 11.98 eV
Net charge: +1